Entry 1:
{
  "formula": "C4H10N4",
  "method": "ωB97M-V/def2-TZVPD",
  "energy_ha": -377.20003,
  "homo_ev": -8.82,
  "gap_ev": 8.543,
  "multiplicity": 1,
  "e_above_lowest_kcal_mol": 154.9,
  "fmax_ev_per_a": 6.22,
  "species": ["H", "H", "H", "H", "C", "N", "H", "C", "N", "H", "N", "H", "H", "C", "H", "H", "N", "C"],
  "coordinates": [[-2.399, 0.416, -1.199], [2.319, -1.572, -1.281], [-3.157, 0.726, 0.381], [1.472, 1.266, -1.024], [1.882, -1.066, -0.341], [-0.206, 0.799, 0.183], [1.755, 1.314, 0.578], [-2.804, -0.119, -0.236], [0.532, -1.495, -0.405], [-3.697, -0.797, -0.531], [-1.575, -0.989, 0.667], [3.686, -0.397, 0.226], [0.976, 2.628, -0.260], [0.979, 1.636, -0.140], [-1.596, -2.087, 0.799], [-0.408, 0.921, 1.744], [2.573, -0.594, 0.657], [-0.332, -0.589, 0.183]],
  "forces_ev_per_a": [[-0.18, -1.65, 1.90], [0.22, 1.36, 1.17], [0.30, -0.82, 0.12], [-0.31, -0.35, -0.81], [0.82, -2.79, -1.16], [-0.61, 1.45, 5.30], [-0.24, 0.82, 0.01], [0.58, -1.07, -0.27], [-1.23, 3.77, 2.94], [1.81, 0.86, 0.78], [-1.46, -0.32, -2.03], [-4.06, -1.01, 1.66], [-1.59, 3.81, 0.04], [1.69, -5.90, 1.05], [-0.42, 3.10, -1.07], [0.41, -0.05, -5.04], [2.58, 0.47, -2.95], [1.67, -1.70, -1.65]]
}

Entry 2:
{
  "formula": "C4H10N4",
  "method": "ωB97M-V/def2-TZVPD",
  "energy_ha": -377.23693,
  "smiles": "C=NN=C(CN)CN",
  "homo_ev": -8.66,
  "gap_ev": 9.426,
  "multiplicity": 1,
  "e_above_lowest_kcal_mol": 131.7,
  "fmax_ev_per_a": 7.20,
  "species": ["H", "N", "C", "H", "H", "C", "H", "H", "N", "N", "N", "H", "C", "H", "H", "H", "H", "C"],
  "coordinates": [[-0.573, -2.094, -0.820], [-1.430, 1.445, -0.242], [3.097, -0.156, 0.454], [0.564, 1.565, -1.027], [2.602, -0.902, 1.214], [0.193, -0.319, -0.144], [-1.417, -0.749, -1.350], [-1.447, 2.517, -0.630], [1.376, -0.775, -0.582], [-2.070, -0.959, 0.372], [2.365, -0.001, -0.530], [3.972, 0.517, 0.695], [-0.032, 1.187, -0.070], [0.206, 1.658, 0.962], [-2.823, -1.416, 0.006], [-1.785, 1.159, 0.938], [-1.863, -1.542, 1.240], [-0.936, -1.137, -0.486]],
  "forces_ev_per_a": [[-0.11, -1.03, 0.58], [-1.79, 2.47, 2.24], [1.07, -0.19, 3.91], [-0.79, -0.26, 2.36], [1.78, 1.23, -0.74], [4.17, 0.61, -2.34], [0.50, 0.76, -1.64], [-0.58, -3.08, 2.20], [-6.89, -1.91, 0.90], [2.53, -1.66, 5.03], [2.63, 2.74, -1.66], [-1.04, -1.06, -0.52], [1.67, 0.50, 0.36], [1.12, -0.65, -2.00], [-2.64, -1.21, -1.41], [0.28, 2.01, -5.05], [-0.55, 1.04, -0.98], [-1.35, -0.31, -1.25]]
}

Entry 3:
{
  "formula": "C4H10N4",
  "method": "ωB97M-V/def2-TZVPD",
  "energy_ha": -377.32588,
  "homo_ev": -6.83,
  "gap_ev": 7.578,
  "multiplicity": 1,
  "e_above_lowest_kcal_mol": 75.9,
  "fmax_ev_per_a": 0.87,
  "species": ["H", "H", "C", "N", "N", "N", "C", "C", "H", "N", "H", "H", "H", "H", "H", "C", "H", "H"],
  "coordinates": [[-2.289, 0.095, 0.121], [0.003, 2.743, -0.723], [0.523, -1.155, -0.122], [0.299, -0.193, 0.726], [1.025, 0.008, 1.908], [1.179, -2.299, 0.118], [-0.023, -0.578, -1.363], [-0.315, 0.873, -0.358], [-2.004, 1.762, 0.653], [0.504, 1.890, -0.491], [0.400, 0.386, 2.614], [-2.268, 1.406, -1.064], [1.717, 0.726, 1.677], [1.442, -2.884, -0.655], [1.658, -2.408, 1.001], [-1.811, 1.039, -0.144], [0.757, -0.241, -2.041], [-0.798, -1.170, -1.855]],
  "forces_ev_per_a": [[-0.01, -0.03, -0.03], [0.00, -0.09, 0.19], [0.61, 0.10, 0.19], [-0.23, 0.18, -0.31], [0.13, -0.20, -0.22], [-0.14, 0.22, 0.03], [-0.39, 0.50, 0.59], [-0.03, -0.84, -0.25], [0.04, 0.00, -0.05], [0.15, 0.07, -0.20], [0.05, 0.01, -0.16], [0.04, 0.03, -0.01], [-0.23, 0.01, 0.11], [-0.01, 0.06, 0.08], [-0.10, -0.02, -0.05], [0.09, -0.05, 0.09], [0.02, -0.08, 0.02], [0.01, 0.11, -0.05]]
}